Entry 1:
9
Properties=species:S:1:pos:R:3:forces:R:3:mulliken_charge:R:1 method="wB97M-V/def2-TZVPD" gap_ev=8.47 homo_energy_ev=-10.30 lumo_ev=-1.8 relative_energy_kj_mol=375.30 energy_ev=-35058.6789
C 1.47262 1.02099 0.17145 -4.021 1.428 -1.357 -0.148
C 0.85537 -0.13260 0.27635 -2.752 1.498 0.072 -0.642
Si -1.06065 -0.69135 -0.14322 -0.064 0.865 0.443 0.718
Cl 0.50255 2.47805 -0.36145 0.480 -0.741 0.358 -0.219
Cl -3.32815 -1.59015 0.03820 1.864 0.865 0.511 -0.416
H 2.41442 1.39779 0.22370 2.841 0.145 0.473 0.431
H -1.74653 0.38363 -0.83898 0.434 0.091 -0.539 -0.036
H 1.45921 -0.88621 0.63062 1.198 -2.070 0.665 0.388
H -0.56884 -1.98015 0.00333 0.019 -2.082 -0.626 -0.076

---

Entry 2:
18
Properties=species:S:1:pos:R:3:forces:R:3:mulliken_charge:R:1 method="wB97M-V/def2-TZVPD" charge=+1 gap_ev="8.85 / 8.36" homo_energy_ev="-13.07 / -12.88" lumo_ev="-4.2 / -4.5" relative_energy_kj_mol=237.44 energy_ev=-34923.0032
C 1.63101 0.89275 0.08138 -0.240 0.458 0.010 -0.374
C 1.33533 -1.56056 0.00605 -1.725 0.717 -0.086 -0.582
C 2.07512 -0.49238 0.00677 0.864 -0.054 0.093 0.372
C 0.45391 1.35000 -0.34563 0.284 0.008 0.011 0.012
C -0.59104 0.54069 -1.06752 -0.063 0.162 -0.062 -0.608
C -1.12350 -0.48891 -0.12805 1.312 -1.227 -0.393 0.023
N -1.39714 0.00872 1.24516 -0.292 -0.098 0.003 -0.127
O -2.04590 -1.42070 -0.44997 0.110 0.644 0.551 -0.505
Cl 3.84278 -0.64279 0.08985 -0.410 -0.064 -0.127 -0.165
Cl -0.05281 2.96843 0.05501 0.086 -0.094 -0.053 -0.109
H 2.33656 1.56344 0.54991 -0.060 0.164 0.083 0.416
H 1.38916 -2.62310 -0.02159 0.146 -0.420 0.006 0.424
H -1.37118 1.21735 -1.44043 -0.049 -0.114 0.036 0.362
H -0.14019 0.04556 -1.93045 -0.055 -0.092 0.038 0.381
H -2.36941 -0.22459 1.50582 0.249 0.191 -0.024 0.393
H -1.24305 1.03428 1.27897 -0.167 -0.339 0.165 0.320
H -0.76691 -0.43669 1.92421 -0.102 0.096 -0.145 0.374
H -1.96275 -1.73150 -1.35950 0.112 0.060 -0.107 0.394

---

Entry 3:
32
Properties=species:S:1:pos:R:3:forces:R:3:mulliken_charge:R:1 method="wB97M-V/def2-TZVPD" charge=+1 gap_ev="5.35 / 7.29" homo_energy_ev="-8.85 / -10.79" lumo_ev="-3.5 / -3.5" s_squared=0.76 relative_energy_kj_mol=117.82 spin_multiplicity=2 energy_ev=-115964.9114
Yb -0.27808 0.65812 1.79130 0.145 -0.281 -0.493 0.739
S 2.90250 3.62208 -0.44724 -0.908 -1.324 1.409 -0.185
C 2.17897 2.78946 0.77964 0.544 0.962 -0.966 0.455
S 0.92622 3.06827 1.90841 -3.690 4.756 0.269 -0.367
S 2.32525 1.43799 1.82400 4.071 -4.265 -0.556 -0.372
C 1.82603 -3.63195 0.99690 -0.625 1.475 -0.259 -0.868
N 1.53458 -2.55025 -0.01106 0.865 -1.264 -1.115 0.170
C 2.20492 -2.41962 -1.25711 0.425 -0.299 0.523 -0.657
C 1.50328 -1.54137 -2.00265 0.012 0.175 -0.210 -0.234
N 0.42196 -1.11363 -1.22389 -0.434 -0.750 0.728 0.515
C 0.39711 -1.84057 -0.04067 0.599 0.513 -0.358 0.041
S -0.80247 -1.97383 1.14443 -0.529 0.402 0.114 -0.476
C -0.45854 -0.05182 -1.57904 -0.541 0.998 1.307 0.222
C -1.04223 0.01698 -2.81974 0.369 -0.597 -0.060 -0.756
C -1.70465 1.17809 -3.17279 -0.092 0.225 -0.838 -0.262
C -1.68026 2.28639 -2.30881 -0.182 0.776 -0.898 -0.932
C -1.24741 2.08702 -1.02024 0.840 -1.260 0.915 -0.001
N -0.68541 0.89672 -0.64418 0.421 0.261 -0.559 0.180
H 1.99908 -4.57786 0.52371 0.351 -0.252 -0.490 0.374
H 0.89593 -3.70995 1.54339 0.062 -0.142 0.388 0.296
H 2.63668 -3.32769 1.66291 -0.086 -0.064 -0.252 0.304
H 3.15440 -2.96084 -1.45677 -1.079 0.562 0.147 0.432
H 1.60720 -1.18242 -3.03484 0.234 -0.152 0.812 0.435
H -0.89540 -0.85106 -3.46055 -0.385 0.376 -0.186 0.487
H -2.18331 1.17272 -4.17398 0.422 0.497 0.808 0.394
H -1.88296 3.32599 -2.65352 -0.387 -1.127 0.302 0.384
H -1.25151 2.83687 -0.20069 -0.135 -0.334 -0.915 0.430
Cl -0.94277 0.55263 4.51010 -1.404 0.530 -0.900 -0.109
C -2.55266 1.31187 3.93546 -0.535 -0.007 0.668 -0.264
Cl -3.02735 1.39038 2.15699 0.874 -0.358 1.251 -0.088
H -2.52219 2.34391 4.28017 0.150 -0.187 -0.147 0.345
H -3.35692 0.75736 4.45035 0.629 0.154 -0.440 0.369

---

Entry 4:
65
Properties=species:S:1:pos:R:3:forces:R:3:mulliken_charge:R:1 method="wB97M-V/def2-TZVPD" gap_ev="8.89 / 6.72" homo_energy_ev="-9.23 / -9.96" lumo_ev="-0.3 / -3.2" s_squared=8.79 relative_energy_kj_mol=0.00 spin_multiplicity=6 energy_ev=-235463.8390
Cr -0.08505 1.35075 2.09767 0.727 -0.034 0.119 0.313
F 1.76362 0.04057 3.11048 0.027 0.221 -0.034 -0.474
As 2.51053 1.54608 3.69225 0.150 -0.109 -0.095 2.085
F 1.83492 2.28777 2.15177 -0.127 -0.429 0.214 -0.562
F 3.93818 1.13431 2.83902 -0.122 0.117 0.027 -0.456
F 3.01011 0.79522 5.13295 -0.028 0.058 -0.030 -0.466
F 3.07743 3.09073 4.11968 -0.015 -0.072 0.046 -0.476
F 0.91085 1.89090 4.35303 0.092 0.034 -0.028 -0.454
F 3.96135 -4.92886 -2.68313 -0.066 -0.057 0.033 -0.253
C 2.90449 -5.22726 -1.90316 0.022 -0.053 -0.039 0.796
F 3.33366 -6.06201 -0.94669 -0.018 0.030 -0.039 -0.283
F 2.03026 -5.90809 -2.67255 0.113 0.030 0.061 -0.255
C 2.27247 -3.98323 -1.34661 -0.016 0.063 -0.023 0.301
C 1.72707 -3.07412 -2.25109 0.030 0.013 0.076 -1.194
C 1.13180 -1.92282 -1.78158 0.019 -0.049 -0.039 -0.215
C 1.07223 -1.67215 -0.40847 -0.092 0.068 0.366 -0.105
C 1.63640 -2.57209 0.48097 -0.097 0.129 0.136 0.123
C 2.24025 -3.73349 0.01102 0.072 -0.081 0.007 -0.884
P 0.30488 -0.08598 0.13535 0.262 -0.338 -1.235 1.589
C 1.43762 1.00910 -0.82089 -0.003 0.055 -0.041 0.653
C 1.12344 1.75481 -1.95349 -0.098 -0.021 0.031 -0.013
C 2.07564 2.57956 -2.53024 0.022 0.012 -0.030 -1.131
C 3.35077 2.65013 -1.98981 -0.005 -0.085 0.055 0.302
C 3.69538 1.86571 -0.89879 0.035 0.064 -0.069 -0.884
C 2.73963 1.05075 -0.32217 -0.116 -0.046 0.062 -0.696
C 4.35437 3.57303 -2.62034 0.006 0.077 -0.095 0.771
F 3.85018 4.81657 -2.75899 0.106 -0.140 -0.010 -0.260
F 4.70170 3.15320 -3.85551 -0.030 0.068 0.108 -0.256
F 5.48199 3.67097 -1.90186 -0.070 0.018 -0.065 -0.280
C -1.27903 -0.15675 -0.77286 0.028 0.065 0.057 0.866
C -1.89655 1.00993 -1.22125 0.002 -0.042 0.075 -1.138
C -3.12970 0.95053 -1.84575 -0.021 0.011 -0.003 -1.281
C -3.76758 -0.27422 -1.98984 0.013 0.000 0.037 0.293
C -3.19622 -1.43310 -1.48786 -0.033 0.042 -0.009 -0.913
C -1.95142 -1.37128 -0.88396 0.092 0.025 0.028 -0.879
C -5.10132 -0.30152 -2.68066 -0.070 -0.006 -0.015 0.808
F -5.01655 0.22712 -3.91650 -0.065 -0.039 0.091 -0.260
F -6.01937 0.41919 -2.00620 0.063 -0.062 -0.084 -0.258
F -5.58615 -1.54735 -2.80793 0.011 0.090 0.000 -0.291
H 1.78954 -3.26795 -3.31394 -0.053 -0.004 -0.001 0.413
H 0.71691 -1.21268 -2.48529 -0.014 0.020 -0.002 0.446
H 1.61629 -2.37147 1.54530 -0.011 0.015 0.000 0.576
H 2.69106 -4.42926 0.70515 -0.039 -0.019 -0.017 0.490
H 0.14030 1.69620 -2.39949 0.063 0.040 -0.001 0.569
H 1.82193 3.17133 -3.40032 0.003 0.003 0.005 0.431
H 4.69797 1.90405 -0.49617 -0.027 -0.010 0.030 0.514
H 3.00707 0.43877 0.53017 0.057 0.052 0.078 0.332
H -1.43847 1.97470 -1.04763 -0.056 0.015 -0.058 0.793
H -3.60510 1.85584 -2.20082 0.025 0.021 0.031 0.397
H -3.71623 -2.37769 -1.56486 0.003 0.009 -0.035 0.512
H -1.50688 -2.27632 -0.49018 0.008 -0.022 -0.045 0.579
C -4.05211 -0.91278 3.58468 -0.083 -0.032 0.018 -0.516
C -2.91960 -0.74083 4.36981 0.105 -0.009 -0.034 -0.683
C -1.89222 0.07980 3.92747 0.005 -0.060 0.157 -0.480
C -1.96272 0.66639 2.65870 -0.303 0.450 0.196 0.262
C -3.13410 0.55088 1.91124 -0.105 -0.047 0.021 -0.114
C -4.16245 -0.26438 2.36048 0.080 0.039 -0.118 -0.663
H -4.86897 -1.52534 3.94467 0.009 -0.003 -0.004 0.385
H -2.83954 -1.22312 5.33540 -0.025 -0.014 -0.007 0.410
H -1.02844 0.23564 4.56595 -0.001 0.023 -0.010 0.455
H -3.25215 1.08264 0.97594 -0.020 0.041 0.026 0.345
H -5.05610 -0.36467 1.75742 -0.020 -0.047 0.039 0.501
Se -1.32131 3.38674 2.79433 -0.148 -0.188 0.548 -0.053
C -2.27856 3.59055 1.26887 -0.289 0.123 -0.484 0.269
N -2.88840 3.72034 0.29711 0.037 -0.021 0.022 -0.454

---

Entry 5:
56
Properties=species:S:1:pos:R:3:forces:R:3:mulliken_charge:R:1 method="wB97M-V/def2-TZVPD" charge=-1 gap_ev="2.88 / 5.72" homo_energy_ev="-0.65 / -3.52" lumo_ev="2.2 / 2.2" s_squared=3.77 spin_multiplicity=4 energy_ev=-116246.9457
Ni 0.03307 0.71111 -0.35057 -0.277 -0.094 -0.602 0.759
N -3.36492 0.62476 0.62096 0.236 -0.256 0.268 -0.430
C -2.90205 -0.45919 -0.08473 -0.571 -0.044 -0.044 -0.014
N -1.71588 -0.54972 -0.58634 0.439 -0.102 0.112 1.146
C -1.56684 -1.62500 -1.42983 -0.904 -0.190 0.146 -1.172
C -2.67093 -2.40952 -1.54567 0.035 0.106 0.246 0.013
S -3.95617 -1.77062 -0.57176 0.449 0.223 -0.177 -0.262
C -0.24905 -1.78533 -2.00109 0.635 -0.290 -0.609 -0.978
C 0.19943 -2.70623 -2.88944 0.084 0.062 0.146 -0.044
S 1.89474 -2.47728 -3.17595 -0.268 0.253 0.205 -0.275
C 1.86709 -1.10999 -2.08989 0.331 -0.323 -0.314 0.231
N 0.70613 -0.88653 -1.56815 -0.340 -0.028 0.385 0.876
N 2.98926 -0.40195 -1.79651 -0.062 -0.134 0.173 -0.405
H -2.67812 1.37729 0.58919 -0.018 0.136 -0.242 0.256
H -3.71696 0.42307 1.54570 -0.089 -0.013 -0.076 0.246
H -2.79544 -3.33764 -2.07765 0.064 0.027 -0.029 0.442
H -0.32866 -3.51742 -3.36101 -0.070 0.073 0.002 0.452
H 3.66355 -0.33520 -2.54012 0.017 0.063 -0.034 0.240
H 2.76631 0.49311 -1.37563 -0.016 0.093 -0.091 0.153
O -1.39999 2.09269 -0.89906 0.112 0.004 0.755 -0.941
N -1.66812 2.10306 -2.22276 0.340 -0.158 -0.430 0.465
C -2.99312 2.07839 -2.62931 -0.595 -0.058 0.199 -0.401
C -3.32048 2.15762 -3.95781 0.389 0.023 -0.086 -0.827
C -2.31016 2.24712 -4.92146 -0.543 0.043 -0.284 -0.234
C -0.95948 2.22130 -4.48562 0.331 -0.051 0.577 -0.881
C -0.63809 2.13943 -3.14381 -0.360 -0.012 -0.496 0.411
S 0.97592 2.04644 -2.54378 0.638 0.054 0.425 -0.447
H -3.71583 1.99999 -1.83012 0.059 0.026 0.006 0.419
H -4.36496 2.14647 -4.24354 -0.029 -0.009 0.052 0.356
H -2.55057 2.30466 -5.97567 0.003 0.009 0.027 0.345
H -0.13973 2.24975 -5.18911 0.021 -0.027 0.004 0.358
C -0.00837 -1.90191 3.69502 0.131 0.018 -0.151 -1.201
Si 0.94712 -1.63480 2.06364 0.104 -0.266 0.373 -0.122
C 2.74334 -2.21458 2.32549 -0.180 0.066 -0.013 -1.170
C 0.22310 -2.95535 0.93405 -0.002 0.292 -0.116 -0.972
N 0.84846 -0.00595 1.51228 -0.200 0.100 -0.703 -0.173
C 1.35878 0.99182 2.29785 0.108 0.058 0.296 0.708
C 1.95460 0.84679 3.57505 -0.094 -0.037 -0.164 -0.114
C 2.42308 1.92567 4.30568 0.060 0.134 0.084 -1.126
C 2.33758 3.22307 3.82182 0.038 -0.063 0.087 -0.364
C 1.76990 3.41910 2.56817 0.017 0.053 0.013 -0.892
C 1.31822 2.33127 1.86927 0.024 -0.168 0.030 0.355
F 0.77658 2.53345 0.63835 -0.012 0.457 0.070 -0.188
H -0.06895 -2.97044 3.92182 0.021 -0.004 -0.009 0.362
H -1.03167 -1.52765 3.60058 0.012 0.013 -0.046 0.287
H 0.44263 -1.40378 4.55390 -0.036 -0.006 -0.001 0.366
H 2.77053 -3.29447 2.49792 -0.029 -0.001 0.011 0.361
H 3.24136 -1.73009 3.16602 0.014 0.002 -0.020 0.378
H 3.33578 -2.00811 1.42967 -0.036 0.017 -0.017 0.289
H 0.31583 -3.92091 1.43743 0.038 0.037 0.081 0.551
H 0.75381 -3.02633 -0.01605 0.002 -0.050 0.016 0.248
H -0.83464 -2.79285 0.72285 -0.012 -0.032 0.012 0.243
H 2.04447 -0.14143 3.99944 0.024 0.023 0.028 0.141
H 2.86597 1.74630 5.27917 -0.005 -0.017 -0.010 0.378
H 2.70534 4.06084 4.39858 -0.005 0.006 -0.005 0.356
H 1.67719 4.40568 2.13258 -0.023 -0.037 -0.059 0.445

---

Entry 6:
10
Properties=species:S:1:pos:R:3:forces:R:3:mulliken_charge:R:1 method="wB97M-V/def2-TZVPD" gap_ev=7.24 homo_energy_ev=-8.58 lumo_ev=-1.3 relative_energy_kj_mol=78.13 energy_ev=-38723.4572
N 2.49571 -0.77690 0.94059 1.110 -0.168 -0.338 -0.659
P 0.08155 -0.61714 -0.93776 -0.073 0.016 -0.975 0.026
P -2.93805 -0.69842 0.11041 -1.452 1.813 -1.924 -0.177
P 1.85250 0.25150 -0.00692 0.783 -0.835 0.185 0.147
P -0.98074 -0.02809 0.62989 0.493 0.848 1.016 0.045
H 2.05732 -1.29588 1.68404 -0.200 0.208 -0.268 0.272
H -3.28010 -1.05696 1.34002 -0.424 -0.970 2.236 0.067
H -3.55552 0.65489 0.48646 0.815 -1.426 -0.738 0.090
H 1.50210 1.41450 0.58515 -0.843 1.421 0.442 0.079
H 2.69861 0.85838 -1.00486 -0.208 -0.905 0.365 0.109

---

Entry 7:
9
Properties=species:S:1:pos:R:3:forces:R:3:mulliken_charge:R:1 method="wB97M-V/def2-TZVPD" gap_ev=8.57 homo_energy_ev=-10.39 lumo_ev=-1.8 relative_energy_kj_mol=293.08 energy_ev=-6717.6856
C -0.30604 0.92352 -0.14587 -0.105 1.336 -0.705 -0.222
C 0.96924 1.20342 -0.25594 -1.075 -0.126 0.358 0.047
C 2.19564 1.13873 -0.48363 2.278 0.238 -0.398 -0.352
C -0.76526 -0.46982 0.09854 0.794 2.056 4.495 -0.199
C 0.40899 -1.33131 0.25414 -0.890 -0.541 0.471 0.188
N 1.23266 -2.11396 0.38835 0.264 -0.063 -0.019 -0.336
H -0.94844 1.80555 -0.28617 -0.545 -0.856 0.221 0.342
H -1.44167 -0.34017 1.07999 1.488 -0.929 -1.910 0.235
H -1.34512 -0.81596 -0.64941 -2.211 -1.114 -2.513 0.296

---

Entry 8:
45
Properties=species:S:1:pos:R:3:forces:R:3:mulliken_charge:R:1 method="wB97M-V/def2-TZVPD" gap_ev="7.28 / 7.47" homo_energy_ev="-9.13 / -9.14" lumo_ev="-1.9 / -1.7" s_squared=0.79 spin_multiplicity=2 energy_ev=-120785.5516
Fe 0.07712 -0.66111 -1.19300 -0.852 0.339 -0.001 0.457
O 3.87836 0.00748 -0.96908 0.028 0.052 -0.037 -0.639
C 2.72866 0.26293 -1.22030 -0.117 -0.074 -0.177 0.306
O 1.83778 -0.69816 -1.45409 0.332 -0.160 0.242 -0.417
C 2.25065 1.68233 -1.33286 -0.024 0.023 0.085 0.945
C 3.20533 2.69304 -1.30419 -0.018 0.000 0.002 -0.660
C 2.81367 4.01108 -1.37591 0.046 0.019 -0.067 -0.369
C 1.47604 4.37836 -1.44642 -0.011 -0.014 -0.007 -0.298
C 0.54969 3.37290 -1.47120 0.075 0.133 -0.041 -0.313
C 0.88806 2.01038 -1.43050 0.051 -0.053 -0.169 0.555
O -0.08971 1.13456 -1.42976 0.047 0.247 0.089 -0.644
N -0.88403 3.69885 -1.50659 -0.075 -0.352 0.067 0.936
O -1.45462 3.57859 -2.56693 0.025 0.118 0.001 -0.572
O -1.39833 4.00692 -0.45026 0.024 0.119 -0.051 -0.573
N 3.83140 5.07022 -1.35712 -0.026 0.000 0.286 1.022
O 3.44028 6.21938 -1.42396 0.031 -0.023 -0.093 -0.631
O 4.99054 4.73323 -1.23836 -0.016 0.020 -0.107 -0.605
H 4.24991 2.42765 -1.22469 -0.001 -0.001 -0.001 0.644
H 1.18990 5.42003 -1.47306 0.004 -0.002 -0.002 0.564
Cl -5.47810 -5.08554 -1.13618 0.035 0.020 -0.005 -0.209
C -3.94338 -4.28742 -1.26072 -0.011 -0.030 0.002 0.521
C -3.89344 -2.90562 -1.27651 0.013 0.013 -0.007 -0.955
C -2.64956 -2.31305 -1.37742 -0.076 0.038 0.003 1.257
Cl -2.48480 -0.57357 -1.37740 0.143 -0.056 0.031 -0.088
C -1.44808 -3.01907 -1.46711 0.022 0.088 0.011 -0.689
O -0.28589 -2.40879 -1.56915 0.311 -0.420 -0.238 -0.699
C -1.55504 -4.41737 -1.43041 0.033 -0.098 -0.022 0.509
Cl -0.11115 -5.35957 -1.50380 -0.042 0.050 0.003 -0.177
C -2.78310 -5.04532 -1.33472 -0.025 0.020 0.003 -0.825
H -4.79309 -2.31079 -1.21489 -0.002 0.000 0.004 0.463
H -2.83260 -6.12439 -1.31415 -0.002 -0.001 -0.001 0.450
F 0.37069 -1.83905 5.44792 -0.003 0.001 0.000 -0.240
C -0.14581 -0.69354 4.98297 0.000 0.003 -0.001 0.749
F 0.53703 0.31808 5.52431 0.000 0.000 0.000 -0.273
F -1.41261 -0.61672 5.41433 0.000 -0.002 0.000 -0.241
C -0.09728 -0.66400 3.47271 0.012 0.012 0.026 0.685
C -0.76317 -1.64725 2.76019 -0.023 -0.028 -0.027 -1.291
C -0.71151 -1.61830 1.38334 0.046 0.041 0.048 0.172
N -0.04163 -0.66429 0.72171 0.081 -0.013 0.196 0.530
C 0.60378 0.28154 1.41239 -0.046 -0.015 0.023 0.048
C 0.59805 0.31680 2.79365 -0.007 -0.003 -0.003 -1.071
H -1.31437 -2.43041 3.26115 0.002 -0.005 -0.005 0.469
H -1.21160 -2.36997 0.79329 -0.007 -0.023 -0.021 0.370
H 1.13606 1.03094 0.84737 0.020 0.015 -0.026 0.296
H 1.12991 1.09800 3.31539 0.005 0.002 -0.007 0.533